Entry 1:
{"formula": "C10H20Br10", "method": "ωB97M-V/def2-TZVPD", "homo_lumo_gap_ev": [8.84, 2.56], "total_charge": 1, "spin_multiplicity": 2, "s_squared": 0.75, "symbols": ["Br", "C", "C", "Br", "H", "H", "H", "H", "Br", "C", "C", "Br", "H", "H", "H", "H", "Br", "C", "C", "Br", "H", "H", "H", "H", "Br", "C", "C", "Br", "H", "H", "H", "H", "Br", "C", "C", "Br", "H", "H", "H", "H"], "positions_angstrom": [[-7.956, 17.913, -6.210], [-8.561, 17.973, -4.311], [-10.108, 17.849, -4.465], [-11.038, 17.718, -2.686], [-8.346, 18.901, -3.781], [-8.195, 17.032, -3.902], [-10.303, 16.981, -5.095], [-10.637, 18.679, -4.932], [-14.128, 27.452, 0.390], [-12.495, 26.340, 0.342], [-12.164, 26.083, -1.126], [-11.333, 27.671, -1.917], [-12.613, 25.416, 0.907], [-11.713, 26.873, 0.883], [-13.087, 25.847, -1.656], [-11.526, 25.214, -1.285], [-11.251, 19.338, 2.338], [-10.238, 19.637, 0.731], [-10.808, 20.857, -0.041], [-9.642, 21.120, -1.604], [-10.472, 18.785, 0.092], [-9.171, 19.684, 0.951], [-10.865, 21.742, 0.593], [-11.774, 20.480, -0.376], [-10.726, 25.678, -7.968], [-10.117, 27.590, -7.775], [-9.098, 28.022, -8.890], [-8.612, 29.949, -8.613], [-9.606, 27.624, -6.813], [-10.938, 28.300, -7.681], [-9.583, 27.930, -9.862], [-8.215, 27.400, -8.738], [-12.163, 23.400, -3.177], [-10.713, 23.252, -4.610], [-11.204, 22.625, -5.980], [-12.178, 20.903, -5.553], [-9.950, 22.641, -4.128], [-10.317, 24.212, -4.943], [-10.287, 22.350, -6.501], [-11.755, 23.372, -6.550]], "mulliken_charge": [-0.13, -0.47, -0.37, -0.05, 0.33, 0.38, 0.47, 0.03, -0.09, -0.62, -0.42, -0.09, 0.36, 0.40, 0.40, 0.09, -0.10, -0.47, -0.57, -0.04, 0.12, 0.40, 0.45, 0.39, -0.15, -0.68, -0.54, -0.14, 0.39, 0.43, 0.37, 0.37, 0.15, -0.34, -0.61, -0.04, 0.23, 0.35, 0.44, 0.35]}



Entry 2:
{"formula": "H24O12", "method": "ωB97M-V/def2-TZVPD", "homo_lumo_gap_ev": 9.91, "total_charge": 0, "smiles": "O.O.O.O.O.O.O.O.O.O.O.O", "symbols": ["O", "H", "H", "O", "H", "H", "O", "H", "H", "O", "H", "H", "O", "H", "H", "O", "H", "H", "O", "H", "H", "O", "H", "H", "O", "H", "H", "O", "H", "H", "O", "H", "H", "O", "H", "H"], "positions_angstrom": [[-3.626, 1.625, -0.578], [-3.816, 1.276, -1.451], [-3.267, 0.875, -0.094], [0.175, 0.758, 0.106], [1.049, 0.376, -0.037], [-0.405, 0.287, -0.515], [-0.627, -0.682, -2.202], [-0.667, -0.451, -3.139], [0.044, -1.383, -2.143], [2.986, -0.330, 2.636], [3.269, -0.313, 1.707], [3.802, -0.352, 3.149], [4.069, 2.376, -1.015], [3.719, 3.104, -0.490], [3.617, 1.591, -0.681], [-2.324, -0.153, 1.617], [-3.194, 0.207, 1.835], [-1.956, -0.426, 2.471], [0.920, -2.503, -0.427], [1.259, -3.405, -0.456], [-0.027, -2.599, -0.179], [3.164, -0.553, -0.274], [2.454, -1.203, -0.124], [3.592, -0.845, -1.087], [0.536, 0.961, 2.970], [1.439, 0.592, 2.869], [0.113, 0.758, 2.124], [-1.817, -2.509, 0.209], [-2.588, -2.433, -0.370], [-1.834, -1.685, 0.746], [-3.492, -1.149, -1.922], [-4.100, -0.815, -2.592], [-2.619, -0.786, -2.163], [-0.245, 3.523, -0.207], [0.696, 3.712, -0.216], [-0.298, 2.553, -0.076]], "mulliken_charge": [-0.59, 0.31, 0.35, -0.52, 0.25, 0.27, -0.61, 0.28, 0.27, -0.67, 0.36, 0.31, -0.64, 0.31, 0.33, -0.68, 0.25, 0.29, -0.63, 0.27, 0.39, -0.64, 0.31, 0.27, -0.67, 0.40, 0.36, -0.73, 0.31, 0.41, -0.64, 0.32, 0.33, -0.65, 0.26, 0.45]}



Entry 3:
{"formula": "C11H42N11O13", "method": "ωB97M-V/def2-TZVPD", "homo_lumo_gap_ev": 7.54, "total_charge": -1, "symbols": ["N", "O", "O", "O", "C", "C", "O", "H", "H", "H", "H", "H", "H", "C", "O", "N", "N", "H", "H", "H", "H", "C", "O", "N", "N", "H", "H", "H", "H", "C", "O", "N", "N", "H", "H", "H", "H", "C", "O", "N", "N", "H", "H", "H", "H", "C", "O", "N", "N", "H", "H", "H", "H", "C", "O", "H", "H", "H", "H", "C", "O", "H", "H", "H", "H", "C", "O", "H", "H", "H", "H", "C", "O", "H", "H", "H", "H"], "positions_angstrom": [[-0.629, -0.020, -0.274], [-1.312, 0.922, -0.709], [-0.345, -0.080, 0.959], [-0.056, -0.769, -1.143], [-3.629, 0.492, 2.035], [-4.058, 1.923, 1.836], [-3.890, 2.488, 3.061], [-4.178, 0.006, 2.810], [-2.635, 0.418, 2.354], [-3.779, -0.012, 1.129], [-5.170, 2.033, 1.615], [-3.502, 2.446, 1.084], [-3.642, 3.421, 2.970], [0.427, -1.075, 4.293], [0.930, -2.239, 3.733], [0.284, -0.793, 5.546], [0.010, -0.081, 3.604], [0.460, -1.569, 6.257], [-0.539, -0.204, 5.879], [-0.012, -0.053, 2.593], [-0.370, 0.772, 4.018], [4.142, -0.117, 0.255], [4.798, 1.015, -0.117], [3.017, -0.504, -0.278], [4.602, -1.050, 1.118], [2.552, 0.259, -0.945], [2.345, -1.078, 0.177], [5.570, -0.952, 1.517], [3.980, -1.872, 1.279], [1.078, -0.597, -5.019], [0.915, 0.081, -6.269], [0.399, -0.385, -3.970], [1.875, -1.579, -4.839], [-0.246, 0.408, -4.052], [0.391, -0.874, -3.039], [2.552, -1.897, -5.513], [1.680, -2.373, -4.160], [2.515, -3.197, 0.797], [2.472, -3.759, -0.469], [1.517, -2.415, 1.103], [3.422, -3.373, 1.686], [0.738, -2.313, 0.417], [1.341, -2.110, 2.048], [4.138, -4.103, 1.372], [3.376, -3.137, 2.673], [2.064, 2.458, -1.465], [3.245, 3.216, -1.426], [0.936, 2.863, -0.967], [1.918, 1.248, -1.967], [0.860, 3.827, -0.641], [0.192, 2.209, -0.923], [2.678, 0.807, -2.592], [0.967, 0.938, -2.122], [-1.785, -3.083, 1.035], [-1.302, -3.095, -0.334], [-0.963, -3.072, 1.791], [-2.328, -4.023, 1.137], [-2.359, -2.151, 1.093], [-0.907, -2.245, -0.496], [-0.898, 2.661, -4.424], [-1.431, 1.697, -3.582], [-0.110, 3.204, -3.905], [-1.735, 3.323, -4.617], [-0.473, 2.319, -5.299], [-1.872, 2.155, -2.855], [0.505, 2.882, 2.450], [-0.742, 2.567, 1.891], [1.304, 2.572, 1.836], [0.654, 2.490, 3.465], [0.644, 4.000, 2.495], [-0.806, 1.725, 1.422], [-3.942, -0.722, -1.618], [-3.083, -0.312, -2.622], [-3.329, -1.173, -0.786], [-4.652, -1.507, -2.014], [-4.497, 0.150, -1.223], [-2.284, -0.035, -2.158]], "mulliken_charge": [0.51, -0.59, 0.24, -0.70, -0.33, -0.37, -0.56, 0.54, -0.06, -0.09, 0.33, 0.27, 0.32, 0.32, -0.81, -0.45, 0.19, 0.32, 0.24, -0.01, 0.38, 0.31, -0.76, -0.11, -0.30, 0.29, 0.52, 0.24, 0.48, 0.58, -0.75, -0.01, -0.33, -0.02, 0.17, 0.23, 0.21, 0.11, -0.81, 0.15, -0.36, -0.10, 0.06, 0.31, 0.30, 0.29, -0.75, 0.13, 0.16, 0.21, -0.17, 0.36, -0.48, 0.06, -0.55, 0.05, 0.33, -0.15, 0.06, -0.91, -0.55, 0.25, 0.35, 0.40, 0.24, -0.70, -0.50, 0.24, 0.22, 0.27, 0.20, 0.02, -0.56, -0.23, 0.30, 0.19, 0.09]}



Entry 4:
{"formula": "C5H12O3", "method": "ωB97M-V/def2-TZVPD", "homo_lumo_gap_ev": 10.83, "total_charge": 0, "smiles": "O=CCCCCO.O", "symbols": ["O", "C", "C", "C", "C", "C", "O", "H", "H", "H", "H", "H", "H", "H", "H", "H", "H", "O", "H", "H"], "positions_angstrom": [[-2.725, 1.204, 2.507], [-2.552, 1.042, 1.332], [-1.240, 0.411, 0.854], [-0.644, 0.942, -0.481], [0.853, 1.338, -0.456], [1.794, 0.157, -0.151], [1.463, -1.152, -0.689], [-3.150, 1.421, 0.512], [-0.444, 0.718, 1.559], [-1.049, -0.660, 0.781], [-0.570, 0.062, -1.158], [-1.231, 1.792, -0.853], [1.049, 2.096, 0.311], [0.962, 1.780, -1.455], [2.805, 0.230, -0.599], [1.992, -0.012, 0.905], [0.510, -1.203, -0.639], [0.813, -3.740, -0.816], [1.451, -2.993, -0.774], [-0.085, -3.433, -0.689]], "mulliken_charge": [-0.46, -0.08, -0.22, -1.00, -0.50, -0.50, -0.60, 0.35, 0.22, 0.37, 0.39, 0.44, 0.35, 0.31, 0.33, 0.28, 0.26, -0.64, 0.44, 0.26]}



Entry 5:
{"formula": "C7H10", "method": "ωB97M-V/def2-TZVPD", "homo_lumo_gap_ev": 9.31, "total_charge": 0, "symbols": ["C", "C", "C", "C", "C", "C", "C", "H", "H", "H", "H", "H", "H", "H", "H", "H", "H"], "positions_angstrom": [[1.931, -0.140, -0.124], [1.281, -0.750, 1.092], [0.446, -0.110, 0.031], [-0.582, -0.767, -0.885], [-1.512, 0.465, -0.761], [-1.551, 1.205, 1.077], [-0.412, 1.143, 0.206], [2.359, -0.810, -0.867], [2.473, 0.795, 0.005], [1.265, -1.835, 1.171], [1.382, -0.231, 2.043], [-0.224, -0.925, -1.907], [-1.027, -1.697, -0.518], [-1.688, 1.077, -1.646], [-1.629, 0.210, 1.566], [-2.499, 0.283, -0.305], [-0.014, 2.086, -0.179]], "mulliken_charge": [-0.60, -0.76, 0.64, -0.69, -0.39, -0.84, -0.22, 0.25, 0.26, 0.24, 0.26, 0.29, 0.29, 0.34, 0.29, 0.24, 0.39]}



Entry 6:
{"formula": "C6H13N", "method": "ωB97M-V/def2-TZVPD", "homo_lumo_gap_ev": 6.86, "total_charge": 0, "symbols": ["C", "C", "N", "C", "C", "C", "C", "H", "H", "H", "H", "H", "H", "H", "H", "H", "H", "H", "H", "H"], "positions_angstrom": [[-2.271, 1.400, 0.271], [-0.816, 1.084, 0.404], [-0.251, -0.103, 0.110], [-1.085, -1.314, 0.110], [1.050, -0.249, -0.198], [1.730, -1.572, -0.009], [1.813, 0.984, -0.540], [-2.938, 0.757, 0.852], [-2.441, 2.418, 0.633], [-2.646, 1.370, -0.760], [-0.123, 1.887, 0.599], [-0.977, -1.828, -0.848], [-0.750, -1.980, 0.910], [-2.132, -1.053, 0.266], [2.806, -1.436, -0.149], [1.602, -1.977, 1.007], [1.405, -2.353, -0.712], [1.179, 1.640, -1.160], [2.714, 0.726, -1.106], [2.133, 1.600, 0.319]], "mulliken_charge": [-1.33, -0.12, 0.07, -1.00, 1.05, -1.41, -1.62, 0.35, 0.32, 0.26, 0.43, 0.34, 0.31, 0.28, 0.37, 0.33, 0.28, 0.42, 0.40, 0.26]}